No. 1
Below is an isolated molecule of C3H5N3O, with properties calculated with ωB97M-V/def2-TZVPD.

Cartesian coordinates (Å):
1 H 3.16890 0.28222 0.81536
2 N 2.27248 0.47518 0.37093
3 C 1.89618 -0.53085 -0.29507
4 N 0.71416 -0.57490 -1.09735
5 N 0.16918 0.91726 -1.38311
6 C -0.38886 0.15271 -0.58831
7 C -1.60133 -0.06646 0.24668
8 O -2.56078 0.93101 0.03790
9 H 2.43966 -1.47685 -0.38035
10 H -1.97059 -1.07912 0.02331
11 H -1.33134 -0.04077 1.30628
12 H -2.79732 0.93244 -0.89922

Summary:
E in hartree: -356.69338
SMILES: [H]/N=C/N1N=C1CO

Löwdin atomic charge list, values in e, 2 entries:
1. H 0.05
2. N 0.10

=====

No. 2
Below is a structure of composition C3H5N3O at a distorted geometry, with properties calculated with ωB97M-V/def2-TZVPD.

Cartesian coordinates (Å):
1 C -0.08248 1.74748 0.04886
2 C 0.37783 -0.65036 0.44233
3 C 1.80470 -0.51087 0.09023
4 H 0.79862 1.97604 -0.62221
5 H 0.08928 1.87564 1.01624
6 H -0.99880 2.47656 -0.25099
7 H 0.28260 -0.40647 1.76183
8 H -0.04582 -1.43756 0.14802
9 N -0.40553 0.31866 -0.18573
10 N 2.92712 -0.36366 -0.33783
11 N -1.83888 0.07536 -0.00108
12 O -2.18815 -1.02678 -0.23363

Summary:
E in hartree: -356.63934

Löwdin atomic charge list, values in e, 2 entries:
1. C -0.05
2. C -0.21

=====

No. 3
Below is an isolated molecule of C3H5N3O at a distorted geometry, with properties calculated with ωB97M-V/def2-TZVPD.

Cartesian coordinates (Å):
1 H -1.51131 2.33624 -0.35549
2 N -0.54939 1.83957 -0.01987
3 C -0.55803 0.52053 -0.01606
4 C -1.89439 -0.22727 0.07774
5 O -1.95106 -1.37648 -0.20188
6 N 0.44367 -0.38313 0.28937
7 N 1.66580 0.23694 -0.01924
8 C 2.84516 -0.45181 -0.08837
9 H -2.71023 0.64629 0.38352
10 H 0.25249 -1.46741 0.23162
11 H 2.53796 -1.49518 0.18870
12 H 3.76254 0.08951 -0.42489

Summary:
E in hartree: -356.67658
SMILES: [H]/N=C(\C=O)NN=C

Löwdin atomic charge list, values in e, 2 entries:
1. H 0.10
2. N 0.09

=====

No. 4
Below is an isolated molecule of C3H5N3O at a distorted geometry, with properties calculated with ωB97M-V/def2-TZVPD.

Cartesian coordinates (Å):
1 H 3.49989 0.12978 0.10307
2 N 2.48392 0.20549 -0.29197
3 C 1.63513 -0.74461 -0.09114
4 N 0.22177 -0.55570 -0.04460
5 C -0.62482 0.50546 0.08865
6 C -2.07759 0.08489 0.08934
7 O -2.42745 -1.02631 -0.40257
8 N -0.39756 1.63600 -0.31740
9 H -1.09265 2.24955 0.06903
10 H 1.89949 -1.87873 0.39441
11 H -0.28761 -1.54579 -0.03102
12 H -2.83253 0.93997 0.43422

Summary:
E in hartree: -356.72605
SMILES: [H]/N=C/N/C(C=O)=N/[H]

Löwdin atomic charge list, values in e, 2 entries:
1. H 0.09
2. N 0.05

=====

No. 5
Below is a structure of composition C3H5N3O2S at a distorted geometry, with properties calculated with ωB97M-V/def2-TZVPD.

Cartesian coordinates (Å):
1 C -2.96059 -0.20962 0.54472
2 C -0.67228 0.47959 -0.56948
3 C -2.00151 -0.98919 -0.12038
4 N -3.81841 0.26037 1.16480
5 N 0.49803 0.95300 -0.64677
6 N 2.84639 0.74332 0.66767
7 O 1.21339 -1.19691 0.73623
8 O 2.43432 -0.67797 -1.27063
9 S 1.78157 -0.22239 -0.09475
10 H -2.22781 -1.15576 -1.22111
11 H -1.54535 1.14222 -1.08581
12 H -1.50163 -1.66741 0.41214
13 H 3.49156 1.22227 0.12182
14 H 2.46232 1.31848 1.36155

Summary:
E in hartree: -830.10953

Löwdin atomic charge list, values in e, 2 entries:
1. C -0.31
2. C -0.11

=====

No. 6
Below is a structure of composition C3H5N3O3 at a distorted geometry, with properties calculated with ωB97M-V/def2-TZVPD.

Cartesian coordinates (Å):
1 C 0.82794 0.72204 0.02403
2 C 1.02444 -0.69305 0.12377
3 C -1.22734 -0.54811 -0.22087
4 H 1.98823 2.37928 0.68895
5 H 2.26768 1.85163 -0.93578
6 H 2.79023 -0.55732 -0.40717
7 H -2.50477 -1.95516 -0.00136
8 H -2.31867 0.82720 0.88489
9 N 1.92748 1.60809 -0.01222
10 N -2.36370 -0.99157 -0.03392
11 N -0.64665 0.77982 -0.18106
12 O 2.14643 -1.45715 0.09149
13 O -0.14698 -1.42737 0.04261
14 O -1.79855 1.73386 0.09082

Summary:
E in hartree: -507.07370

Löwdin atomic charge list, values in e, 2 entries:
1. C -0.21
2. C -0.34

=====

No. 7
Below is an isolated molecule of C3H5N3OS at a distorted geometry, with properties calculated with ωB97M-V/def2-TZVPD.

Cartesian coordinates (Å):
1 N -2.74109 -0.54486 -0.03635
2 C -1.46474 0.13634 -0.02893
3 C -1.22149 1.47587 0.01839
4 N 0.14713 1.55585 -0.07884
5 C 0.78488 0.36704 -0.09964
6 S 2.39595 -0.11557 0.07083
7 N -0.25372 -0.50864 -0.10272
8 O -0.11076 -1.82822 -0.02300
9 H -3.19245 -0.08572 0.94778
10 H -2.57280 -1.57627 0.04724
11 H -1.91269 2.25094 0.08260
12 H 0.72225 2.42735 0.11633
13 H 0.84847 -1.93331 0.04320

Summary:
E in hartree: -754.94072
SMILES: Nc1c[nH]c(=S)n1O

Löwdin atomic charge list, values in e, 2 entries:
1. N 0.07
2. C -0.31

=====

No. 8
Below is an isolated molecule of C3H5N3OS at a distorted geometry, with properties calculated with ωB97M-V/def2-TZVPD.

Cartesian coordinates (Å):
1 O 3.41882 -0.37768 -0.08239
2 C 2.42590 -1.18418 0.00623
3 N 1.16481 -0.73329 0.16400
4 N 1.07716 0.60260 0.05776
5 C 0.01074 1.25692 -0.14755
6 N -1.42875 1.00728 -0.02212
7 C -2.32509 0.00746 0.15679
8 S -1.88672 -1.64012 -0.07690
9 H 2.53942 -2.33795 0.19695
10 H 0.24336 -1.12895 -0.31727
11 H -0.03403 2.33788 -0.02211
12 H -1.81098 1.87778 -0.05841
13 H -3.39464 0.31224 0.14503

Summary:
E in hartree: -754.90447
SMILES: O=CN/N=C\NC=S

Löwdin atomic charge list, values in e, 2 entries:
1. O -0.04
2. C -0.30

=====

No. 9
Below is an isolated molecule of C3H5N3OS at a distorted geometry, with properties calculated with ωB97M-V/def2-TZVPD.

Cartesian coordinates (Å):
1 N -2.64966 -1.00233 -0.08860
2 C -1.32550 -1.53650 0.09716
3 N -0.19805 -0.94039 0.10424
4 C 0.14927 0.34416 0.29654
5 C -0.61532 1.59805 0.13654
6 O -1.78637 1.79470 -0.26787
7 N 1.38684 0.80396 0.35101
8 S 2.44954 -0.46320 -0.19593
9 H -2.52482 0.10536 -0.15674
10 H -3.59443 -1.48315 -0.32381
11 H -1.35140 -2.69568 0.33995
12 H -0.01022 2.44145 -0.00750
13 H 3.55452 0.22269 -0.32203

Summary:
E in hartree: -754.91600
SMILES: N/C=N\C(C=O)=N/S

Löwdin atomic charge list, values in e, 2 entries:
1. N 0.06
2. C -0.22

=====

No. 10
Below is an isolated molecule of C3H5N3OS at a distorted geometry, with properties calculated with ωB97M-V/def2-TZVPD.

Cartesian coordinates (Å):
1 C 0.91132 -2.05934 -1.73492
2 C 0.45641 -0.73350 -1.13094
3 N 0.87609 0.38648 -1.55328
4 O 0.57335 1.35145 -0.60105
5 C -0.12381 0.76034 0.38585
6 S -0.74761 1.48028 1.69424
7 N -0.35818 -0.55802 -0.01969
8 N -0.69992 -1.42733 1.00805
9 H -0.03571 -2.40830 -1.95436
10 H 1.64401 -2.07343 -2.57427
11 H 1.39908 -2.80322 -1.06843
12 H 0.00644 -2.03696 1.21316
13 H -1.82826 -1.78713 0.91898

Summary:
E in hartree: -754.89091
SMILES: Cc1noc(=S)n1N

Löwdin atomic charge list, values in e, 2 entries:
1. C 0.01
2. C -0.33

=====

Frontier orbital gap in eV, matching the order above: 10.637, 9.617, 9.183, 9.421, 9.775, 7.962, 8.209, 8.265, 8.196, 8.977
Energy relative to the best compared isomer or geometry (same formula, charge and spin) in kcal per mole, matching the order above: 102.9, 136.8, 113.4, 82.4, 64.5, 172.0, 61.7, 84.5, 77.2, 93.0